The following is a quantum chemistry calculation of H28O20SV as an isolated structure, from the Open Molecules 2025 dataset.

```
! RIJCOSX wB97M-V def2-TZVPD def2/J DEFGRID3
* xyz -1 1
O 1.50 -3.25 1.46
V 1.02 -3.04 -0.01
O 2.37 -2.60 -0.90
S -0.17 -0.05 0.29
O 0.98 0.26 1.10
O -0.19 0.77 -0.87
O -0.18 -1.46 -0.05
O -1.36 0.16 1.11
O 0.27 -0.63 -3.33
H 0.07 -0.56 -2.40
H 0.49 -1.56 -3.46
O -0.12 2.30 2.81
H -0.65 1.50 2.74
H 0.65 2.12 2.28
O -1.35 2.04 -3.33
H -0.48 1.65 -3.41
H -1.57 1.96 -2.40
O 2.16 2.82 1.21
H 1.88 2.08 0.66
H 3.04 2.57 1.51
O 2.95 -0.14 -2.31
H 3.04 -0.10 -1.36
H 2.15 0.34 -2.50
O -3.05 -0.67 2.96
H -2.28 -0.42 2.45
H -2.81 -1.49 3.39
O 0.05 -3.45 -2.23
H -0.81 -3.82 -2.42
H 0.46 -3.35 -3.09
O -3.13 -0.93 -1.05
H -2.29 -1.39 -0.99
H -3.12 -0.32 -0.31
O 3.45 -0.43 0.67
H 2.56 -0.09 0.74
H 3.41 -1.31 1.03
O 1.77 2.86 -1.58
H 1.11 2.17 -1.61
H 1.27 3.66 -1.42
O -0.82 -4.10 0.71
H -1.22 -4.88 1.11
H -1.55 -3.51 0.56
O -3.75 1.23 0.62
H -3.38 2.05 0.27
H -3.06 0.86 1.16
O -1.63 3.04 -0.10
H -1.07 3.21 0.66
H -1.26 2.24 -0.49
O 1.66 0.24 3.58
H 1.47 1.11 3.90
H 1.50 0.29 2.64
*
```

HOMO energy (eV): -7.597

These are the Löwdin partial charges, in e, on atoms 1 to 2: number 1, O, carries -0.272; number 2, V, carries 0.984

The following is a quantum chemistry calculation of C21H26N3OOsS2 as an isolated structure, from the Open Molecules 2025 dataset.

```
! RIJCOSX wB97M-V def2-TZVPD def2/J DEFGRID3
* xyz 3 5
Os -0.10 -0.92 -0.42
C 3.59 -0.46 -2.54
C 4.52 -0.93 -1.62
C 4.11 -1.33 -0.36
C 2.77 -1.27 -0.04
N 1.87 -0.80 -0.94
C 2.27 -0.39 -2.17
C 2.14 -1.70 1.22
C 2.82 -2.11 2.35
C 2.10 -2.51 3.47
C 0.71 -2.49 3.48
C 0.01 -2.10 2.35
C 0.72 -1.70 1.20
H 3.88 -0.16 -3.54
H 5.57 -1.00 -1.89
H 4.82 -1.71 0.36
H 1.51 -0.02 -2.83
H 3.90 -2.13 2.37
H 2.64 -2.83 4.36
H 0.17 -2.80 4.37
H -1.07 -2.08 2.37
C -4.39 -0.55 -1.94
C -4.34 -1.89 -1.22
S -3.34 -1.84 0.27
O -1.86 -1.74 -0.32
C -3.45 -3.55 0.81
C -4.72 -3.76 1.62
H -5.05 -0.64 -2.80
H -3.41 -0.26 -2.31
H -4.78 0.24 -1.30
H -3.94 -2.70 -1.83
H -5.33 -2.18 -0.85
H -2.55 -3.71 1.41
H -3.39 -4.18 -0.08
H -4.72 -3.17 2.53
H -4.78 -4.81 1.89
H -5.62 -3.53 1.05
C -0.59 6.06 -0.20
C 0.16 4.80 -0.41
C 1.53 4.68 -0.40
C 2.11 3.43 -0.59
N 1.36 2.33 -0.80
C 0.06 2.46 -0.82
S -1.05 1.14 -1.18
N -0.54 3.66 -0.61
C 3.59 3.23 -0.56
H 0.08 6.92 -0.20
H -1.10 6.03 0.77
H -1.35 6.20 -0.97
H 2.15 5.56 -0.24
H -1.56 3.71 -0.63
H 4.12 4.18 -0.54
H 3.90 2.67 -1.44
H 3.85 2.66 0.32
*
```

HOMO energy (alpha / beta) (eV): -17.398 / -17.685
Energy above the lowest of the compared OMol25 structures with the same formula, charge and spin (kcal per mole): 3.2

These are the Löwdin partial charges, in e, on atoms 1 to 2: number 1, Os, carries 1.539; number 2, C, carries -0.001

The following is a quantum chemistry calculation of C3HN3O6 in the gas phase, from the Open Molecules 2025 dataset.

```
! RIJCOSX wB97M-V def2-TZVPD def2/J DEFGRID3
* xyz 0 1
C -0.61 -0.74 -0.65
C -1.07 0.07 0.32
C 0.90 -0.72 -0.76
N 1.40 0.19 0.05
N -2.67 0.21 0.35
N 2.56 0.74 0.48
O 1.36 -1.53 -1.52
O -3.22 -0.75 0.77
O -3.06 1.25 -0.04
O 3.51 0.31 -0.12
O 2.51 1.56 1.33
O -0.46 0.80 1.08
H -1.14 -1.41 -1.29
*
```

HOMO energy (alpha / beta) (eV): -10.513 / -10.749
Energy above the lowest of the compared OMol25 structures with the same formula, charge and spin (kcal per mole): 273.5

These are the Löwdin partial charges, in e, on atoms 1 to 2: number 1, C, carries 0.144; number 2, C, carries -0.317

The following is a quantum chemistry calculation of C25H20F6P2PdS2Sb as an isolated structure, from the Open Molecules 2025 dataset.

```
! RIJCOSX wB97M-V def2-TZVPD def2/J DEFGRID3
* xyz 0 2
Pd 2.29 0.74 0.56
S 1.31 2.76 1.30
P -0.20 1.52 0.96
C 0.28 0.18 -0.03
P 1.04 -1.02 -1.03
S 3.01 -0.81 -1.08
C 0.55 -2.58 -0.26
C 1.46 -3.63 -0.18
C 1.09 -4.83 0.41
C -0.19 -4.97 0.94
C -1.10 -3.93 0.86
C -0.73 -2.73 0.26
C 0.29 -0.92 -2.66
C -1.06 -0.62 -2.78
C -1.64 -0.55 -4.04
C -0.87 -0.78 -5.17
C 0.48 -1.06 -5.05
C 1.07 -1.13 -3.80
C -0.82 0.75 2.47
C -1.87 1.35 3.18
C -2.34 0.77 4.34
C -1.78 -0.42 4.80
C -0.73 -1.01 4.10
C -0.26 -0.43 2.94
C -1.59 2.32 0.14
C -2.80 1.64 0.01
C -3.82 2.17 -0.76
C -3.62 3.38 -1.43
C -2.42 4.05 -1.31
C -1.40 3.52 -0.53
H 2.47 -3.51 -0.57
H 1.80 -5.64 0.47
H -0.47 -5.90 1.41
H -2.09 -4.04 1.27
H -1.44 -1.92 0.21
H -1.66 -0.43 -1.90
H -2.69 -0.32 -4.13
H -1.33 -0.71 -6.15
H 1.08 -1.22 -5.94
H 2.13 -1.33 -3.71
H -2.30 2.28 2.83
H -3.14 1.24 4.89
H -2.15 -0.88 5.71
H -0.29 -1.93 4.46
H 0.57 -0.89 2.41
H -2.96 0.70 0.52
H -4.76 1.65 -0.85
H -4.41 3.79 -2.04
H -2.26 4.99 -1.83
H -0.45 4.04 -0.44
F 4.11 1.73 0.35
Sb 5.89 2.35 0.90
F 5.19 4.09 0.77
F 7.58 2.94 1.44
F 6.32 2.38 -0.92
F 6.37 0.54 0.99
F 5.24 2.25 2.67
*
```

HOMO energy (alpha / beta) (eV): -9.217 / -9.203
Energy above the lowest of the compared OMol25 structures with the same formula, charge and spin (kcal per mole): 0.0

These are the Löwdin partial charges, in e, on atoms 1 to 2: number 1, Pd, carries 0.447; number 2, S, carries 0.434

The following is a quantum chemistry calculation of C22H20AsBr4F6NO6S2Zn as an isolated structure, from the Open Molecules 2025 dataset.

```
! RIJCOSX wB97M-V def2-TZVPD def2/J DEFGRID3
* xyz -2 1
Zn -0.44 -1.75 -0.38
Br 5.24 -5.09 -2.40
C 4.06 -3.82 -1.62
C 4.54 -2.81 -0.82
Br 6.40 -2.64 -0.48
C 3.64 -1.87 -0.27
Br 4.22 -0.46 0.86
C 2.27 -1.94 -0.50
O 1.42 -1.10 -0.02
C 1.77 -3.01 -1.34
O 0.48 -3.05 -1.54
C 2.67 -3.91 -1.87
Br 1.94 -5.29 -2.96
F -3.61 -5.56 -0.29
C -2.34 -5.35 0.11
F -1.92 -6.47 0.68
F -1.60 -5.09 -0.95
S -2.36 -3.90 1.27
O -3.15 -2.94 0.57
O -2.82 -4.47 2.51
N -0.87 -3.30 1.35
S 0.29 -4.09 2.14
O 1.50 -3.35 1.98
O 0.25 -5.51 1.95
C -0.12 -3.87 3.96
F -0.73 -4.94 4.46
F 1.02 -3.70 4.64
F -0.88 -2.80 4.19
C -1.75 -0.31 -0.65
C -2.55 0.58 -0.86
C -3.47 1.64 -1.12
C -4.32 2.13 -0.13
C -5.19 3.17 -0.39
C -5.24 3.76 -1.65
C -4.40 3.28 -2.65
C -3.53 2.24 -2.39
H -4.28 1.68 0.85
H -5.84 3.54 0.40
H -5.92 4.58 -1.85
H -4.42 3.73 -3.63
H -2.87 1.87 -3.16
C 2.89 1.81 -2.14
C 1.85 2.81 -1.64
As 1.07 2.19 0.07
C 2.42 3.03 1.24
C 2.09 2.79 2.71
C -0.36 3.55 0.23
C 0.00 5.02 0.08
H 3.34 2.13 -3.08
H 2.44 0.82 -2.29
H 3.69 1.67 -1.41
H 1.02 2.89 -2.35
H 2.28 3.80 -1.52
H 2.51 4.10 1.02
H 3.37 2.56 0.98
H 1.13 3.23 2.98
H 2.85 3.23 3.37
H 2.04 1.72 2.92
H -0.84 3.37 1.20
H -1.10 3.26 -0.52
H 0.70 5.35 0.85
H -0.89 5.66 0.15
H 0.47 5.22 -0.89
*
```

HOMO energy (eV): -1.834
Energy above the lowest of the compared OMol25 structures with the same formula, charge and spin (kcal per mole): 0.0

These are the Löwdin partial charges, in e, on atoms 1 to 2: number 1, Zn, carries 0.676; number 2, Br, carries 0.621

The following is a quantum chemistry calculation of a 2-piece molecular cluster, C24H48BrClN2O6PS overall, from the Open Molecules 2025 dataset.

```
! RIJCOSX wB97M-V def2-TZVPD def2/J DEFGRID3
* xyz 1 1
C -5.38 -1.07 0.56
C -4.84 0.02 0.53
C -4.23 1.37 0.63
C -3.63 1.50 2.06
C -2.11 1.78 2.06
C -1.25 0.67 1.40
C -0.02 1.37 0.73
Br 0.79 2.75 1.89
C -0.46 1.98 -0.62
C 0.64 2.76 -1.36
C 1.60 1.85 -2.18
P 3.28 2.55 -2.14
O 3.67 2.76 -0.75
O 4.38 1.54 -2.83
C 5.09 0.72 -1.87
C 5.67 -0.50 -2.61
O 3.43 3.97 -2.91
C 2.51 4.16 -3.99
C 2.72 3.11 -5.11
O 1.08 0.49 0.41
S 0.69 -1.01 0.03
O 1.89 -1.77 0.16
O 0.20 -1.14 -1.31
C -0.47 -1.70 1.26
C -1.66 -2.29 0.46
C -1.37 -3.68 -0.14
C -2.71 -4.36 -0.54
N -2.64 -4.90 -1.91
C -0.90 -0.57 2.26
Cl 0.59 -0.33 3.30
C -2.00 -1.06 3.25
C -1.80 -2.55 3.66
C -2.19 -0.19 4.53
C -2.00 -0.83 5.92
C -0.52 -1.03 6.37
H -5.99 -1.89 0.85
H -3.45 1.46 -0.14
H -5.06 2.06 0.48
H -3.93 0.68 2.70
H -4.08 2.40 2.50
H -2.01 2.68 1.44
H -1.74 2.09 3.04
H -1.85 0.33 0.54
H -1.33 2.64 -0.52
H -0.77 1.16 -1.29
H 0.14 3.42 -2.07
H 1.24 3.42 -0.72
H 1.26 1.85 -3.23
H 1.65 0.81 -1.85
H 5.90 1.31 -1.42
H 4.43 0.33 -1.09
H 6.15 -0.20 -3.55
H 6.35 -0.99 -1.91
H 4.82 -1.17 -2.79
H 2.72 5.15 -4.40
H 1.46 4.22 -3.67
H 1.79 2.55 -5.28
H 2.97 3.64 -6.03
H 3.57 2.48 -4.82
H 0.02 -2.51 1.81
H -2.02 -1.60 -0.31
H -2.53 -2.43 1.12
H -0.92 -4.31 0.63
H -0.76 -3.63 -1.04
H -2.93 -5.20 0.14
H -3.55 -3.66 -0.44
H -3.53 -4.84 -2.37
H -2.36 -5.88 -1.87
H -2.93 -1.08 2.66
H -2.69 -2.82 4.24
H -0.88 -2.71 4.21
H -1.80 -3.23 2.81
H -3.24 0.17 4.51
H -1.60 0.73 4.54
H -2.60 -1.73 6.10
H -2.39 -0.10 6.64
H 0.05 -0.17 6.02
H -0.10 -1.99 6.09
H -0.50 -1.00 7.47
N 4.92 0.23 -6.17
H 3.96 -0.13 -6.24
H 5.06 0.65 -5.24
H 5.58 -0.53 -6.32
H 5.06 0.95 -6.89
*
```

HOMO energy (eV): -10.828

These are the Löwdin partial charges, in e, on atoms 1 to 2: number 1, C, carries 0.100; number 2, C, carries -0.137

Number 1: E -2863.94231 Eh. Number 2: E -1941.36338 Eh. Number 3: E -730.20007 Eh. Number 4: E -3411.20586 Eh. Number 5: E -17063.34476 Eh. Number 6: E -5277.68754 Eh.